Entry 1:
Computed, not measured: C30H41N9PS2V as an isolated structure at a distorted geometry, with wB97M-V/def2-TZVPD.

Summary:
- spin multiplicity = 4
- DFT total energy (hartree) = -3742.1153
- ⟨S²⟩ = 3.79
- net charge = +1
- Kohn-Sham gap (spin up / spin down) (eV) = 5.8 / 5.8

Element x y z (Å)
N: 1.753830 2.541074 -0.105284
H: 2.060723 1.031032 -5.061264
N: 0.194463 -4.436238 3.272963
H: -1.896375 -2.524357 -1.146633
C: 4.160021 1.997510 -0.140531
H: 0.465468 -5.373468 3.519989
C: -4.082437 1.353066 1.771388
H: -4.468630 0.589016 -0.868973
H: 1.369439 3.362349 -0.562081
H: 2.091999 2.803086 0.816045
H: 4.403644 3.035753 0.076694
H: -2.073447 2.692489 2.952170
C: -1.711633 2.013707 2.179209
C: 1.107210 0.478584 -1.856246
H: 4.958083 1.584959 -0.751111
N: -0.829616 -2.440871 3.943257
H: -0.294442 -1.170799 -3.250174
C: 2.039015 1.162046 -3.988035
H: -5.082527 1.969543 -4.055470
H: -4.819134 -1.400197 0.896501
H: 4.076158 3.877052 -4.196825
C: -0.634179 -3.725768 4.076457
H: 0.821626 -3.923538 2.672571
H: -0.705061 1.672819 2.458462
H: 3.596679 3.561900 -2.071912
C: -1.821373 -2.822969 -0.099755
H: 2.678258 3.524321 -5.219282
H: 0.699211 -1.086943 -4.711843
N: 0.075258 0.532908 -1.058163
H: -0.770904 -2.741421 0.207533
H: 1.644363 -0.854927 5.068331
H: -2.649704 -2.234140 1.806530
C: -4.159639 -2.010794 0.287233
C: 3.574265 -1.475087 1.765350
C: -1.150234 0.979653 -1.539987
H: -2.131889 -3.863573 -0.020265
V: 0.467021 -0.040690 0.744045
H: -5.150116 3.267402 -2.873072
H: -1.300740 -5.373378 5.113269
C: 3.103277 -1.603198 3.915484
H: -4.501578 -3.042216 0.362047
C: -2.712765 -1.919468 0.755395
C: -1.277452 1.887072 -2.597065
S: 3.734031 -0.454162 -2.077037
H: 2.909683 -1.613073 5.929804
C: 2.848105 2.251399 -3.488587
C: 2.401693 0.433914 -1.116350
H: -2.652034 0.211508 2.918754
H: 5.535280 -2.471451 1.601512
C: 4.688497 -2.153589 2.171389
C: 3.297859 -1.020424 0.412084
H: -4.796415 0.551387 1.612778
H: -4.101144 2.021365 0.914069
H: -1.645369 2.569927 1.239374
H: -5.832335 1.681876 -2.482451
N: 2.221163 -0.227047 0.128895
C: -3.687791 1.771915 -2.458146
C: -0.247841 -1.636001 3.145729
C: 1.128030 0.440708 -3.293194
C: 3.450666 3.081579 -4.590903
S: 4.645690 -2.455781 3.869517
H: 4.094365 1.447256 0.797115
C: -2.524667 2.277606 -3.035197
C: -3.569571 0.935825 -1.356496
H: -2.606766 2.989357 -3.841787
H: 4.063699 2.443658 -5.224235
N: -1.338892 -4.374507 5.020492
N: 2.704900 -1.163758 2.774702
H: -0.393802 2.311347 -3.047317
C: -2.318873 0.562674 -0.874711
N: 0.173623 -0.777143 2.473976
C: -2.671259 0.829659 2.009560
H: -4.244586 -1.704070 -0.751916
C: 0.163373 -0.495613 -3.973308
C: 4.145578 -1.286868 -0.625856
P: -1.895228 -0.240469 0.691996
C: 2.826939 1.932843 -0.903960
H: 5.009730 -1.920304 -0.627854
C: -5.020154 2.191761 -2.992040
H: -4.408072 1.918336 2.643219
H: -2.022101 -3.860645 5.547628
N: 2.389851 -1.533957 5.070535
H: -0.631350 0.048295 -4.483293
C: 3.059362 2.631358 -2.215441

Atoms 1-2, force components in eV/Å:
0.2 0.5 0.2
0.0 -0.1 -0.1

---

Entry 2:
Computed, not measured: C18H21AuP2 as an isolated structure at a distorted geometry, with wB97M-V/def2-TZVPD.

Summary:
- spin multiplicity = 3
- DFT total energy (hartree) = -1516.6929
- ⟨S²⟩ = 2.03
- net charge = 0
- Kohn-Sham gap (spin up / spin down) (eV) = 4.5 / 5.9

Element x y z (Å)
C: -0.168836 4.474507 -1.399412
C: 2.844722 -4.293284 -0.265938
C: -1.962370 -1.005952 3.115554
P: 0.434201 -0.386494 -0.310622
P: -2.658062 2.303698 0.511105
C: 1.211069 4.299256 -1.240313
C: 0.535775 2.767136 -2.841391
H: -1.911360 -0.968946 4.205401
H: 2.689925 2.975964 -2.293036
C: 2.373177 -3.740300 0.931012
H: 2.571727 -0.158780 0.904201
C: -0.670316 3.484506 -2.368371
C: 1.965359 0.478644 0.243946
C: -0.888998 -0.730810 0.969587
H: 0.069734 -0.286800 2.868584
C: -2.051581 -1.234118 0.353593
H: 0.987910 -2.321448 1.809091
C: 1.650094 3.265406 -2.121595
H: -3.975859 -1.774151 3.080555
H: 2.514143 0.725117 -0.678062
H: -2.952048 1.448955 1.589029
H: 0.590536 2.075185 -3.682794
C: -3.116967 -1.464949 2.489972
C: 1.115390 -2.088570 -0.334612
H: 3.529042 -5.144794 -0.235704
H: -2.074053 -1.353161 -0.731334
H: 2.667168 -4.149494 1.894123
H: 1.875941 4.862994 -0.585991
C: 2.362595 -3.815535 -1.491751
C: 1.455982 -2.689444 0.891722
C: 1.476143 -2.731254 -1.532167
H: -2.435884 3.494075 1.251609
C: -3.164084 -1.567791 1.101836
Au: -1.012364 1.680842 -1.096704
H: 1.646668 1.372264 0.801789
H: 2.647049 -4.302864 -2.426563
H: -0.760739 5.264823 -0.948232
H: 1.023941 -2.374224 -2.458034
C: -0.839498 -0.624983 2.367978
H: -3.996199 2.554673 0.056645
H: -4.047065 -1.940625 0.591548
H: -1.552007 3.620728 -2.986256

Atoms 1-2, force components in eV/Å:
1.2 -0.1 -0.1
-0.2 0.1 -0.2

---

Entry 3:
Computed, not measured: a 2-piece molecular cluster, C6H10Br3NO2 overall at a distorted geometry, with wB97M-V/def2-TZVPD.

Summary:
- DFT total energy (hartree) = -8161.7290
- SMILES = CC/C(Br)=[N+](/[O-])O.C/C(Br)=C\Br
- net charge = 0
- Kohn-Sham gap (eV) = 9.5

Element x y z (Å)
H: -3.454178 -1.378919 -2.299002
C: -2.515035 -0.994593 -1.957879
H: -0.868910 2.642904 0.072583
C: 3.359043 0.022440 1.183232
Br: 1.746269 -0.727412 -1.469508
C: -2.652383 -0.549878 -0.506997
H: -1.802278 -1.819795 -1.832373
C: 1.246824 0.520431 -0.078701
O: -0.065077 2.253053 0.512156
N: 0.374531 1.331559 -0.475836
H: 3.951379 0.022334 2.092612
H: 1.442203 -0.507173 1.849194
H: -2.223778 -0.237136 -2.494490
C: -2.277081 -1.123290 0.611424
Br: -3.388396 1.182882 -0.313255
H: 3.365277 -0.945986 0.674584
Br: -1.194993 -2.677456 0.669889
H: 1.761306 1.265227 2.001181
H: -2.394765 -0.588703 1.623481
C: 1.920807 0.371863 1.304406
O: -0.234040 1.405867 -1.600753
H: 3.903277 0.531787 0.434052

Atoms 1-2, force components in eV/Å:
-0.6 -0.2 -0.3
-0.9 -4.2 5.0

---

Entry 4:
Computed, not measured: one molecule with the formula C4H5N3 at a distorted geometry, with wB97M-V/def2-TZVPD.

Summary:
- DFT total energy (hartree) = -319.6570
- SMILES = N#C[C@H]1CN=CN1
- net charge = 0
- Kohn-Sham gap (eV) = 10.7

Element x y z (Å)
H: -0.174836 -1.792989 -0.720583
H: 0.565734 0.526498 -2.005674
H: 1.800424 -0.277807 -0.999858
C: -1.584520 -0.177475 -0.453361
N: -2.573292 0.395900 -0.272770
H: -0.520948 -0.920056 1.705878
C: -0.216290 -0.759243 -0.367867
N: 0.856045 1.304353 -0.018803
C: 0.488944 0.773922 1.079119
C: 0.812271 0.203041 -0.992651
H: 0.378585 1.319835 2.009760
N: 0.167883 -0.595979 1.036811

Atoms 1-2, force components in eV/Å:
0.0 0.2 0.1
0.0 0.1 0.2

---

Entry 5:
Computed, not measured: a 2-piece molecular cluster, C3H11NS2 overall at a distorted geometry, with wB97M-V/def2-TZVPD.

Summary:
- spin multiplicity = 2
- DFT total energy (hartree) = -971.9576
- ⟨S²⟩ = 0.75
- net charge = -1
- Kohn-Sham gap (spin up / spin down) (eV) = 2.4 / 6.8

Element x y z (Å)
H: -1.406214 -1.111000 3.874779
H: -3.483352 1.883251 3.238600
H: -1.886538 -1.403218 2.220629
S: 1.589502 -0.717176 -1.181105
C: -3.220167 0.835393 3.099735
C: -1.381544 -0.672479 2.854628
H: 0.182264 -2.003905 -2.686392
N: -1.788328 0.681894 2.752472
H: 2.208905 1.902293 -1.602007
H: -0.777371 -0.626571 -2.055370
H: -3.743107 0.358914 2.274883
C: 0.036059 -1.317582 -1.849394
H: -0.360166 -2.002513 -1.084155
H: -0.338508 -0.783556 2.533462
H: -1.277476 1.319669 3.334860
S: 1.840742 0.916546 -2.458937
H: -3.441134 0.391162 4.083123

Atoms 1-2, force components in eV/Å:
-0.2 0.2 0.0
0.0 0.1 -0.6

---

Entry 6:
Computed, not measured: an isolated ion of composition C10H13N2O and charge +1 at a distorted geometry, with wB97M-V/def2-TZVPD.

Summary:
- DFT total energy (hartree) = -572.9722
- net charge = +1
- Kohn-Sham gap (spin up / spin down) (eV) = 5.6 / 5.2

Element x y z (Å)
C: 2.054840 0.136183 0.142299
H: 4.343463 0.470492 0.172472
C: -4.155904 -0.379912 -0.132674
H: 2.134011 -0.129680 2.291583
H: 1.192655 -1.544886 -1.152742
H: 3.473598 1.728503 0.982163
H: 2.804609 -1.353254 -1.242901
C: 0.817224 0.838056 0.173534
H: -5.099686 -0.912455 -0.061840
O: -0.332016 1.147529 0.198203
C: 3.417053 1.103677 0.000599
C: -3.109598 -1.236117 -0.385839
H: -3.104855 -2.190218 -0.771080
H: -2.593170 2.462217 0.480227
H: 3.135885 -1.169027 1.372981
C: -3.934440 0.944847 0.193742
H: 1.578641 -0.138482 -1.996506
N: -0.904030 -1.410248 -0.908661
H: -4.760954 1.625354 0.122999
C: 2.230528 -0.720146 1.343932
C: 1.918635 -0.764572 -1.250476
C: -1.564499 0.641703 0.091230
H: 3.440630 1.761323 -0.857844
C: -2.686395 1.425830 0.360329
N: -1.803125 -0.722812 -0.448443
H: 1.506889 -1.613900 1.282719

Atoms 1-2, force components in eV/Å:
2.1 0.4 -2.9
-1.3 0.4 -1.0